{
  "formula": "C3H7N3OS",
  "method": "wB97M-V/def2-TZVPD",
  "e_tot_ev": -20573.550,
  "e_lumo_ev": 0.5,
  "smiles": "[H]/N=C(/C=N\\SC)NO",
  "e_above_lowest_ev": 4.633,
  "mol_weight_g_mol": 133.18,
  "orbital_gap_ha": 0.3538,
  "elements": ["S", "O", "N", "N", "N", "C", "C", "C", "H", "H", "H", "H", "H", "H", "H"],
  "xyz": [[-0.24908, 0.06030, -1.64171], [-1.38233, -1.25558, 1.42467], [0.01009, -1.48868, 1.22438], [-0.14761, 1.13666, -0.27028], [1.96167, -0.33545, 2.08646], [-0.60170, 1.36601, -2.86691], [0.85115, -0.30418, 1.45500], [0.23392, 0.93090, 0.87425], [0.30792, -2.21788, 2.00203], [-1.53227, 1.98087, -2.74339], [-0.83075, 0.57171, -3.61326], [0.26235, 1.95706, -3.00291], [2.26303, -1.38990, 2.25912], [-1.57006, -0.89223, 0.49718], [0.47434, 1.92618, 1.41329]],
  "nbo_charge": [0.37, -0.56, -0.37, -0.53, -0.62, -0.72, 0.35, 0.04, 0.36, 0.23, 0.22, 0.22, 0.34, 0.48, 0.21]
}

***

{
  "formula": "C3H7N3S",
  "method": "wB97M-V/def2-TZVPD",
  "e_tot_ev": -18525.811,
  "e_lumo_ev": [0.2, 0.2],
  "e_above_lowest_ev": 4.660,
  "mol_weight_g_mol": 117.18,
  "orbital_gap_ha": [0.2974, 0.2974],
  "elements": ["S", "N", "N", "N", "C", "C", "C", "H", "H", "H", "H", "H", "H", "H"],
  "xyz": [[3.00717, -0.26273, -0.33356], [2.55498, 1.14818, 0.17927], [0.26469, -0.04340, -0.32787], [1.47068, 1.53926, 0.88508], [0.56706, -1.22374, 0.09233], [1.88948, -1.49884, 0.08840], [-1.20682, 0.19581, -0.61132], [-1.69221, 0.83013, 0.07098], [0.59248, 0.84203, 0.34866], [-1.32131, 0.46696, -1.63356], [2.23043, -2.46169, 0.32697], [-1.59780, -0.85338, -0.73501], [1.51632, 2.58111, 0.81829], [-0.28279, -1.99850, 0.29965]],
  "nbo_charge": [0.78, -0.41, -0.60, -0.52, 0.08, -0.64, -0.42, 0.20, 0.38, 0.20, 0.23, 0.18, 0.35, 0.19]
}

***

{
  "formula": "C3H7N3S",
  "method": "wB97M-V/def2-TZVPD",
  "e_tot_ev": -18524.975,
  "e_lumo_ev": [-1.3, -1.3],
  "e_above_lowest_ev": 5.496,
  "mol_weight_g_mol": 117.18,
  "orbital_gap_ha": [0.2764, 0.2760],
  "elements": ["S", "N", "N", "N", "C", "C", "C", "H", "H", "H", "H", "H", "H", "H"],
  "xyz": [[4.73831, 0.30585, -0.15601], [2.18377, 0.24733, 0.11780], [0.07705, 0.70560, 0.30371], [1.31994, 1.16559, 0.19918], [0.03116, -0.70610, 0.06906], [1.49444, -1.04771, 0.08772], [-0.93161, 1.47735, -0.37512], [-0.32961, -1.13195, 1.04981], [-1.88531, 1.13647, -0.04859], [-0.62555, -0.84716, -0.77190], [1.95641, -1.53507, -0.82791], [-1.01567, 1.33892, -1.50715], [-0.81917, 2.58264, -0.24878], [1.72006, -1.54865, 1.07806]],
  "nbo_charge": [-0.13, -0.18, -0.25, 0.06, -0.28, -0.31, -0.42, 0.22, 0.21, 0.21, 0.24, 0.18, 0.24, 0.22]
}

***

{
  "formula": "C3H7N3S",
  "method": "wB97M-V/def2-TZVPD",
  "e_tot_ev": -18526.426,
  "e_lumo_ev": [0.8, 0.8],
  "e_above_lowest_ev": 4.045,
  "mol_weight_g_mol": 117.18,
  "orbital_gap_ha": [0.3195, 0.3195],
  "elements": ["S", "N", "N", "N", "C", "C", "C", "H", "H", "H", "H", "H", "H", "H"],
  "xyz": [[3.63244, 1.08192, 0.18973], [2.38346, -0.95844, -1.02584], [-0.52588, 0.77144, -0.54804], [-0.21526, -0.50463, -0.38033], [2.79963, -0.06326, -0.39662], [-1.02223, -1.20723, 0.68309], [-1.49368, 1.53951, 0.01692], [-1.46611, -2.09294, 0.25513], [1.65175, -1.64266, -0.68692], [-0.01482, 1.21761, -1.29153], [-1.65457, -0.52935, 1.20832], [-0.27815, -1.48765, 1.45900], [-1.62431, 2.64306, -0.29571], [-2.17226, 1.23261, 0.81281]],
  "nbo_charge": [-0.01, -0.65, -0.20, -0.38, 0.20, -0.47, -0.36, 0.22, 0.45, 0.41, 0.19, 0.20, 0.21, 0.20]
}

***

{
  "formula": "C3H7N3S",
  "method": "wB97M-V/def2-TZVPD",
  "e_tot_ev": -18527.192,
  "e_lumo_ev": 0.6,
  "smiles": "CSN(C)NC#N",
  "e_above_lowest_ev": 3.279,
  "mol_weight_g_mol": 117.18,
  "orbital_gap_ha": 0.3456,
  "elements": ["S", "N", "N", "N", "C", "C", "C", "H", "H", "H", "H", "H", "H", "H"],
  "xyz": [[-0.39106, -1.40866, -0.54250], [1.46803, -0.11719, 0.87005], [0.39527, -0.03101, 0.00492], [3.78401, -0.17348, 0.09558], [-2.14269, -1.09002, -0.05851], [2.67240, -0.07846, 0.45368], [0.20010, 1.28442, -0.57890], [-0.67740, 1.17198, -1.15582], [-0.14311, 2.01626, 0.14325], [-2.70634, -0.62300, -0.84541], [-2.22273, -0.65024, 0.86284], [-2.64008, -2.07657, 0.10443], [1.35862, 0.11803, 1.86295], [1.04499, 1.65794, -1.21657]],
  "nbo_charge": [0.42, -0.48, -0.45, -0.38, -0.76, 0.39, -0.42, 0.21, 0.19, 0.21, 0.22, 0.23, 0.39, 0.20]
}

***

{
  "formula": "C3H7N3S",
  "method": "wB97M-V/def2-TZVPD",
  "e_tot_ev": -18525.637,
  "e_lumo_ev": [-1.6, -1.5],
  "smiles": "N=C=CCN.N=S",
  "e_above_lowest_ev": 4.834,
  "mol_weight_g_mol": 117.18,
  "orbital_gap_ha": [0.2319, 0.2337],
  "elements": ["S", "N", "N", "N", "C", "C", "C", "H", "H", "H", "H", "H", "H", "H"],
  "xyz": [[-0.23026, -2.06121, -1.88195], [1.68349, 0.25929, 0.39132], [-1.63452, -1.95569, -2.55463], [-2.51169, 0.22332, -0.44487], [-0.55418, -0.15609, 1.12261], [0.52791, 0.80855, 1.18734], [-1.44467, 0.00345, 0.14121], [-1.68643, -2.31252, -3.54454], [-2.89722, 0.08969, -1.34025], [0.93949, 0.83704, 2.24110], [-0.50012, -1.16869, 1.63088], [0.24249, 1.82940, 0.96553], [1.18762, 0.21424, -0.46130], [1.86536, -0.73950, 0.64206]],
  "nbo_charge": [0.42, -0.81, -0.77, -0.65, -0.47, -0.25, 0.43, 0.35, 0.41, 0.19, 0.24, 0.21, 0.33, 0.35]
}

***

What did the third record say?
{
  "formula": "C3H7N3S",
  "method": "wB97M-V/def2-TZVPD",
  "e_tot_ev": -18524.975,
  "e_lumo_ev": [-1.3, -1.3],
  "e_above_lowest_ev": 5.496,
  "mol_weight_g_mol": 117.18,
  "orbital_gap_ha": [0.2764, 0.2760],
  "elements": ["S", "N", "N", "N", "C", "C", "C", "H", "H", "H", "H", "H", "H", "H"],
  "xyz": [[4.73831, 0.30585, -0.15601], [2.18377, 0.24733, 0.11780], [0.07705, 0.70560, 0.30371], [1.31994, 1.16559, 0.19918], [0.03116, -0.70610, 0.06906], [1.49444, -1.04771, 0.08772], [-0.93161, 1.47735, -0.37512], [-0.32961, -1.13195, 1.04981], [-1.88531, 1.13647, -0.04859], [-0.62555, -0.84716, -0.77190], [1.95641, -1.53507, -0.82791], [-1.01567, 1.33892, -1.50715], [-0.81917, 2.58264, -0.24878], [1.72006, -1.54865, 1.07806]],
  "nbo_charge": [-0.13, -0.18, -0.25, 0.06, -0.28, -0.31, -0.42, 0.22, 0.21, 0.21, 0.24, 0.18, 0.24, 0.22]
}